[1]
Density functional theory data (ωB97M-V/def2-TZVPD) for a molecular structure, C8H18Br5HgN in a non-equilibrium geometry.

The geometry in XYZ format:
```
33
Properties=species:S:1:pos:R:3:lowdin_charge:R:1
Hg -3.87 -0.94 1.64 0.08
C 0.69 3.15 -2.29 -0.10
C 0.95 1.70 -1.98 -0.25
C 0.85 1.46 -0.48 -0.12
N 1.13 -0.02 -0.13 -0.26
C 2.51 -0.49 -0.53 0.01
C 0.01 -0.99 -0.60 -0.06
C -0.33 -1.80 0.66 -0.20
C 0.66 -1.57 1.76 -0.13
C 1.00 -0.09 1.39 -0.12
H -0.32 3.54 -2.20 0.09
H 0.92 3.28 -3.35 0.07
H 1.38 3.79 -1.74 0.07
H 1.92 1.33 -2.33 0.10
H 0.29 1.06 -2.57 0.12
H -0.16 1.69 -0.14 0.08
H 1.65 1.90 0.11 0.13
H 2.48 -1.52 -0.18 0.10
H 3.22 0.22 -0.12 0.10
H 2.51 -0.65 -1.61 0.09
H 0.37 -1.71 -1.34 0.12
H -0.71 -0.34 -1.08 0.10
H -0.33 -2.83 0.31 0.11
H -1.37 -1.67 0.84 0.01
H 1.59 -2.14 1.60 0.09
H 0.32 -1.83 2.76 0.08
H 1.89 0.41 1.79 0.12
H 0.14 0.47 1.75 0.07
Br -4.10 -0.55 -1.21 -0.53
Br -6.55 -0.94 2.58 -0.53
Br -2.52 -1.67 4.01 -0.46
Br -2.57 1.57 1.73 -0.41
Br -3.64 -3.84 0.97 -0.56
```

As for the charge: -2. The value obtained for the HOMO energy is -1.324 eV. The LUMO energy comes out at 0.1250 Ha.

[2]
Density functional theory data (ωB97M-V/def2-TZVPD) for a molecular structure, C8H18CsNO5 in a non-equilibrium geometry.

The geometry in XYZ format:
```
33
Properties=species:S:1:pos:R:3:lowdin_charge:R:1
Cs -1.06 1.57 19.67 0.92
C -2.55 2.63 26.24 -0.01
C -1.40 2.14 27.20 -0.25
C -0.80 0.74 26.81 -0.14
O -0.68 0.58 25.35 -0.20
C -0.55 -0.77 24.91 -0.08
N -0.26 3.16 27.12 0.23
H -0.57 4.03 27.54 0.17
H 0.54 2.84 27.65 0.17
H -0.02 3.39 26.17 0.17
H -3.41 1.97 26.36 0.10
H -2.23 2.75 25.21 0.09
H -2.95 3.55 26.68 0.09
H -1.67 2.11 28.26 0.15
H -1.51 0.02 27.21 0.13
H 0.11 0.51 27.36 0.13
H -0.80 -0.85 23.85 0.09
H -1.22 -1.46 25.42 0.10
H 0.48 -1.11 24.95 0.09
C -5.91 -2.71 16.03 -0.06
C -4.82 -1.95 16.83 -0.86
O -4.57 -0.81 16.40 -0.11
O -4.23 -2.57 17.68 -0.08
H -6.93 -2.36 16.19 0.05
H -5.94 -3.73 16.41 0.05
H -5.85 -2.66 14.94 0.06
C -0.27 5.29 14.98 -0.08
C -0.18 5.19 13.46 -0.78
O 0.54 4.30 12.89 -0.14
O -0.87 6.06 12.86 -0.12
H 0.27 6.16 15.36 0.05
H 0.25 4.43 15.41 0.03
H -1.26 5.25 15.43 0.05
```

The value obtained for the energy relative to the best compared isomer or geometry (same formula, charge and spin) is 159.1 kcal per mole. The value obtained for the HOMO energy is -4.907 eV. The LUMO energy comes out at -0.1185 Ha.

[3]
Density functional theory data (ωB97M-V/def2-TZVPD) for a molecular structure, C8H18F2N2O4Si2.

The geometry in XYZ format:
```
36
Properties=species:S:1:pos:R:3:lowdin_charge:R:1
C 3.24 1.51 -0.95 -0.10
C 1.96 0.68 -0.85 -0.25
C 2.17 -0.80 -1.14 -0.41
F 3.48 -1.22 -0.80 -0.10
Si 1.00 -1.99 -0.26 0.64
O -0.34 -1.19 0.34 -0.43
Si -0.61 -0.61 1.84 0.60
C -0.09 -1.95 3.12 -0.51
O -0.65 -3.02 3.12 0.07
N 0.98 -1.67 4.03 0.13
C 2.20 -2.34 3.94 -0.57
O 3.27 -1.86 3.86 0.17
F 2.01 -3.66 4.01 0.14
H 3.73 1.36 -1.92 0.08
H 3.00 2.57 -0.83 0.07
H 3.96 1.23 -0.17 0.07
H 1.23 1.03 -1.59 0.08
H 1.51 0.83 0.14 0.07
H 2.08 -0.97 -2.22 0.11
H 1.70 -2.67 0.85 0.00
H 0.49 -3.01 -1.21 -0.02
H -2.04 -0.35 2.01 -0.02
H 0.19 0.61 2.10 -0.02
H 1.17 -0.68 4.11 0.12
C -1.73 0.77 -2.19 -0.34
O -0.74 1.32 -2.65 0.01
N -2.85 1.43 -1.83 -0.19
C -4.00 0.74 -1.27 -0.06
C -2.90 2.87 -2.01 -0.04
H -1.79 -0.31 -2.01 0.13
H -4.88 0.87 -1.90 0.09
H -4.23 1.10 -0.27 0.09
H -3.78 -0.33 -1.21 0.08
H -2.76 3.13 -3.06 0.09
H -2.11 3.35 -1.44 0.09
H -3.87 3.23 -1.67 0.09
```

The value obtained for the HOMO energy is -9.712 eV. The LUMO energy comes out at -0.0039 Ha.

[4]
Density functional theory data (ωB97M-V/def2-TZVPD) for 2 unconnected molecules or ions with the total composition C8H18FO3P in a non-equilibrium geometry.

The geometry in XYZ format:
```
31
Properties=species:S:1:pos:R:3:lowdin_charge:R:1
C 1.73 2.94 0.78 -0.07
C 0.88 -3.21 -2.04 -0.09
C -2.56 -0.19 -0.04 -0.10
C -2.28 0.79 2.28 -0.12
C 1.22 2.47 -0.60 -0.26
C 0.68 -1.75 -2.35 -0.28
C -2.08 -0.33 1.35 -0.16
C 0.68 -0.71 1.37 -0.11
O 2.57 -0.10 -0.72 -0.28
O 0.45 1.29 -0.39 -0.23
O 0.13 -1.00 -1.28 -0.25
F 0.79 -2.11 1.62 -0.10
P 1.13 -0.14 -0.27 0.53
H 0.94 3.60 1.23 0.09
H 1.92 2.06 1.44 0.08
H 2.60 3.53 0.65 0.06
H 1.72 -3.65 -2.60 0.08
H 1.16 -3.30 -0.91 0.11
H 0.02 -3.86 -2.19 0.06
H -2.76 -1.17 -0.31 0.05
H -1.81 0.21 -0.70 0.06
H -3.50 0.35 -0.12 0.09
H -2.25 1.79 2.01 0.04
H -3.34 0.85 2.64 0.10
H -1.56 0.57 3.16 0.11
H 2.10 2.29 -1.22 0.10
H 0.64 3.23 -1.17 0.13
H -0.03 -1.64 -3.17 0.12
H 1.72 -1.32 -2.38 0.11
H -2.05 -1.31 1.71 0.08
H 1.15 -0.21 2.20 0.07
```

The value obtained for the energy relative to the best compared isomer or geometry (same formula, charge and spin) is 59.0 kcal per mole. The value obtained for the HOMO energy (alpha / beta) is -7.857 / -8.977 eV. The LUMO energy (alpha / beta) comes out at -0.0239 / 0.0146 Ha.

[5]
Density functional theory data (ωB97M-V/def2-TZVPD) for a molecular structure, C8H18I2LaNO2P2 in a non-equilibrium geometry.

The geometry in XYZ format:
```
34
Properties=species:S:1:pos:R:3:lowdin_charge:R:1
I 0.00 -0.83 -5.25 0.62
I 0.00 1.72 -3.65 0.31
La 0.01 1.09 -0.31 1.32
P -2.58 0.09 -0.07 0.61
C -3.68 -0.07 -1.55 -0.23
C -3.10 -1.34 0.94 -0.24
H -4.20 -1.24 1.18 0.09
H -4.34 1.23 1.01 0.09
H -2.50 -1.31 1.88 0.05
H -2.75 1.49 1.85 0.06
H -3.44 -1.04 -2.06 0.07
H -2.93 -2.31 0.44 0.06
C -3.26 1.42 0.87 -0.30
H -4.71 -0.04 -1.16 0.06
H -3.14 2.39 0.36 0.06
H -3.41 0.80 -2.20 0.05
P 2.56 0.07 -0.06 0.61
C 3.69 -0.09 -1.54 -0.23
C 3.26 1.40 0.88 -0.29
H 2.49 -1.32 1.88 0.05
H 4.20 -1.27 1.19 0.09
H 2.92 -2.33 0.45 0.06
C 3.09 -1.36 0.95 -0.24
H 2.75 1.47 1.86 0.06
H 4.35 1.20 1.03 0.09
H 4.72 -0.07 -1.14 0.07
H 3.43 0.78 -2.19 0.05
H 3.15 2.38 0.37 0.06
H 3.44 -1.06 -2.05 0.07
C 0.00 -0.86 -1.91 -0.29
O 0.00 -1.68 -2.82 -0.29
O 0.00 -0.14 4.14 0.17
C 0.00 0.21 3.05 -0.59
N 0.00 0.62 2.00 -0.12
```

As for the charge: +2. The value obtained for the HOMO energy (alpha / beta) is -16.006 / -16.006 eV. The LUMO energy (alpha / beta) comes out at -0.3646 / -0.3650 Ha.

[6]
Density functional theory data (ωB97M-V/def2-TZVPD) for a molecular structure, C8H18I2NOP2SSc in a non-equilibrium geometry.

The geometry in XYZ format:
```
34
Properties=species:S:1:pos:R:3:lowdin_charge:R:1
I 0.00 -0.99 -3.25 0.88
I 0.01 3.58 -1.22 0.21
Sc 0.00 0.81 -1.00 -0.13
P -2.47 0.17 -0.20 0.75
C -3.43 -0.03 -1.72 -0.26
C -2.85 -1.30 0.84 -0.23
H -3.93 -1.31 1.08 0.08
H -4.47 1.03 0.90 0.07
H -2.28 -1.22 1.77 0.04
H -2.95 1.49 1.75 0.05
H -3.06 -0.90 -2.28 0.02
H -2.57 -2.22 0.33 0.04
C -3.43 1.38 0.77 -0.22
H -4.50 -0.15 -1.50 0.08
H -3.43 2.35 0.25 0.06
H -3.29 0.87 -2.34 0.06
P 2.47 0.15 -0.19 0.75
C 3.44 -0.05 -1.71 -0.26
C 3.44 1.36 0.78 -0.22
H 2.26 -1.24 1.78 0.04
H 3.92 -1.34 1.09 0.08
H 2.55 -2.23 0.33 0.04
C 2.84 -1.31 0.84 -0.23
H 2.95 1.47 1.76 0.05
H 4.47 1.01 0.92 0.07
H 4.51 -0.18 -1.48 0.08
H 3.30 0.85 -2.33 0.06
H 3.44 2.33 0.27 0.06
H 3.06 -0.91 -2.27 0.02
C 0.00 -1.65 -0.74 -0.38
O -0.01 -2.72 -0.31 0.16
S 0.00 -0.17 3.74 0.99
C 0.00 0.38 2.25 -0.78
N 0.00 0.70 1.11 -0.07
```

The value obtained for the energy relative to the best compared isomer or geometry (same formula, charge and spin) is 4.6 kcal per mole. As for the charge: +2. The value obtained for the HOMO energy (alpha / beta) is -15.189 / -15.240 eV. The LUMO energy (alpha / beta) comes out at -0.4026 / -0.3985 Ha.

[7]
Density functional theory data (ωB97M-V/def2-TZVPD) for a gas-phase ion, C8H18N3O3S (charge +1) in a non-equilibrium geometry.

The geometry in XYZ format:
```
33
Properties=species:S:1:pos:R:3:lowdin_charge:R:1
C 3.87 2.31 -0.74 0.07
C 3.00 1.39 -0.42 -0.19
C -1.06 -2.55 -0.24 -0.43
C -3.05 1.16 -0.10 -0.03
C -1.19 2.21 1.47 -0.08
C 2.34 0.42 -1.40 -0.17
C -1.50 1.18 0.37 -0.36
C -1.19 -0.29 0.88 -0.28
N -1.14 -3.15 -1.41 0.24
N -0.40 -2.98 0.79 0.23
N -1.63 -1.30 -0.12 0.12
O 2.06 -2.49 0.92 -0.38
O 0.32 -0.43 1.07 -0.41
O 2.42 -0.90 -0.81 -0.33
S 2.20 -1.05 0.73 1.12
H 4.10 3.05 -0.02 0.06
H 4.28 2.58 -1.64 0.05
H 2.61 1.26 0.51 0.03
H -2.97 0.61 -1.05 0.06
H -3.13 2.26 -0.18 0.09
H -3.64 0.70 0.69 0.08
H -2.17 2.62 1.85 0.09
H -0.66 1.72 2.39 0.11
H -0.64 3.13 1.12 0.09
H 2.97 0.46 -2.41 0.19
H 1.32 0.66 -1.33 0.08
H -0.90 1.34 -0.59 0.14
H -1.63 -0.35 1.87 0.14
H -0.71 -4.01 -1.54 0.12
H -1.72 -2.56 -1.99 0.14
H -0.46 -2.35 1.55 0.10
H 0.09 -3.86 0.80 0.15
H -1.81 -0.81 -1.02 0.13
```

The value obtained for the energy relative to the best compared isomer or geometry (same formula, charge and spin) is 62.4 kcal per mole. As for the charge: +1. The value obtained for the HOMO energy is -13.103 eV. The LUMO energy comes out at -0.1354 Ha.

[8]
Density functional theory data (ωB97M-V/def2-TZVPD) for a single C8H18N3P molecule in a non-equilibrium geometry.

The geometry in XYZ format:
```
30
Properties=species:S:1:pos:R:3:lowdin_charge:R:1
C 0.55 2.96 -0.21 -0.09
C 0.41 1.48 -0.02 -0.48
C 0.58 1.27 1.51 -0.16
C 0.48 -0.19 1.85 -0.29
N -0.86 -0.68 1.52 -0.34
C -1.05 -1.97 2.16 -0.15
P -1.11 -0.68 -0.20 0.97
N 0.36 -1.29 -0.96 -0.27
C 0.56 -2.76 -1.06 -0.20
C 0.37 -1.91 -2.29 -0.20
N -0.82 0.99 -0.50 -0.34
C -1.19 1.48 -1.83 -0.14
H -0.36 3.36 0.03 0.05
H 1.06 3.29 -1.16 0.09
H 1.33 3.41 0.51 0.11
H 1.17 1.06 -0.65 0.12
H -0.14 1.97 2.18 0.17
H 1.53 1.69 1.83 0.09
H 1.24 -0.90 1.34 0.13
H 0.77 -0.46 2.94 0.13
H -1.92 -2.33 1.77 0.03
H -0.25 -2.61 2.00 0.04
H -0.90 -1.73 3.27 0.11
H -0.08 -3.55 -0.84 0.07
H 1.52 -3.13 -0.77 0.08
H 1.30 -1.54 -2.94 0.14
H -0.62 -1.88 -2.78 0.08
H -1.42 0.48 -2.42 0.08
H -2.08 2.18 -1.86 0.09
H -0.44 1.99 -2.43 0.07
```

The value obtained for the energy relative to the best compared isomer or geometry (same formula, charge and spin) is 7.8 kcal per mole. The value obtained for the HOMO energy is -8.095 eV. The LUMO energy comes out at 0.0393 Ha.

Repeat the fourth record exactly.
Density functional theory data (ωB97M-V/def2-TZVPD) for 2 unconnected molecules or ions with the total composition C8H18FO3P in a non-equilibrium geometry.

The geometry in XYZ format:
```
31
Properties=species:S:1:pos:R:3:lowdin_charge:R:1
C 1.73 2.94 0.78 -0.07
C 0.88 -3.21 -2.04 -0.09
C -2.56 -0.19 -0.04 -0.10
C -2.28 0.79 2.28 -0.12
C 1.22 2.47 -0.60 -0.26
C 0.68 -1.75 -2.35 -0.28
C -2.08 -0.33 1.35 -0.16
C 0.68 -0.71 1.37 -0.11
O 2.57 -0.10 -0.72 -0.28
O 0.45 1.29 -0.39 -0.23
O 0.13 -1.00 -1.28 -0.25
F 0.79 -2.11 1.62 -0.10
P 1.13 -0.14 -0.27 0.53
H 0.94 3.60 1.23 0.09
H 1.92 2.06 1.44 0.08
H 2.60 3.53 0.65 0.06
H 1.72 -3.65 -2.60 0.08
H 1.16 -3.30 -0.91 0.11
H 0.02 -3.86 -2.19 0.06
H -2.76 -1.17 -0.31 0.05
H -1.81 0.21 -0.70 0.06
H -3.50 0.35 -0.12 0.09
H -2.25 1.79 2.01 0.04
H -3.34 0.85 2.64 0.10
H -1.56 0.57 3.16 0.11
H 2.10 2.29 -1.22 0.10
H 0.64 3.23 -1.17 0.13
H -0.03 -1.64 -3.17 0.12
H 1.72 -1.32 -2.38 0.11
H -2.05 -1.31 1.71 0.08
H 1.15 -0.21 2.20 0.07
```

The value obtained for the energy relative to the best compared isomer or geometry (same formula, charge and spin) is 59.0 kcal per mole. The value obtained for the HOMO energy (alpha / beta) is -7.857 / -8.977 eV. The LUMO energy (alpha / beta) comes out at -0.0239 / 0.0146 Ha.